{
  "formula": "C2H6OS",
  "method": "the ωB97M-V functional and the def2-TZVPD basis",
  "smiles": "CC=O.S",
  "homo_lumo_gap_ev": 10.49,
  "symbols": ["S", "H", "H", "O", "C", "C", "H", "H", "H", "H"],
  "positions_angstrom": [[3.655383, 5.797198, -1.897291], [4.203394, 6.044048, -0.699712], [4.015804, 4.937904, -2.859227], [-2.410698, -1.066342, -0.199313], [-2.185531, -1.728790, 0.780020], [-1.343733, -2.972238, 0.752940], [-2.490792, -1.283288, 1.747767], [-1.928820, -3.835202, 1.046299], [-0.894600, -3.025882, -0.233648], [-0.620407, -2.867408, 1.562165]],
  "atomic_forces_ev_per_a": [[-2.88, 1.95, -0.73], [1.37, -1.36, -0.38], [1.51, -0.60, 1.11], [-0.20, -0.18, -0.30], [0.41, 0.84, -0.09], [-0.32, 0.64, 0.58], [-0.12, -0.57, 0.22], [-0.21, -0.33, -0.30], [0.08, -0.40, 0.08], [0.36, 0.00, -0.18]]
}

=====

{
  "formula": "C2H6OS",
  "method": "the ωB97M-V functional and the def2-TZVPD basis",
  "homo_lumo_gap_ev": [8.07, 8.67],
  "symbols": ["C", "C", "O", "S", "H", "H", "H", "H", "H", "H"],
  "positions_angstrom": [[-0.811965, -0.730336, -0.869165], [1.170301, 0.142911, 0.790540], [-1.767255, 0.313530, -0.679053], [0.215126, 1.384599, 1.456970], [-1.051531, -1.661341, -0.409906], [-0.300439, -0.552101, -1.783579], [2.091089, 0.452941, 0.331550], [1.204022, -0.623398, 1.522455], [-2.205036, 0.003932, 0.105635], [-0.433263, 1.677861, 0.264956]],
  "atomic_forces_ev_per_a": [[-0.66, 2.92, 0.57], [-0.59, -0.36, -0.26], [1.85, -2.10, -0.47], [-1.35, 1.24, -0.73], [0.12, -0.52, 0.01], [0.41, -0.49, -0.44], [0.14, -0.30, -0.58], [0.52, -1.07, 0.17], [-0.78, 0.39, 0.75], [0.34, 0.28, 0.98]]
}

=====

{
  "formula": "C2H6OS",
  "method": "the ωB97M-V functional and the def2-TZVPD basis",
  "smiles": "C=O.CS",
  "homo_lumo_gap_ev": 9.99,
  "symbols": ["C", "S", "H", "H", "H", "H", "O", "C", "H", "H"],
  "positions_angstrom": [[-1.211381, 0.885187, 0.145550], [-1.236569, -0.937334, 0.080939], [-2.202567, 1.179362, 0.470235], [-1.049834, 1.337423, -0.841550], [-0.461952, 1.297645, 0.869198], [-1.869959, -0.933299, 1.244103], [2.236980, 0.718199, 0.320724], [1.879171, 0.193521, -0.687642], [1.548696, -0.876367, -0.785196], [1.761080, 0.755963, -1.653354]],
  "atomic_forces_ev_per_a": [[0.43, 0.69, 0.28], [0.11, 0.53, -0.10], [-0.07, 0.23, -0.01], [0.09, -0.34, 0.23], [-0.55, -0.54, -0.72], [-0.14, -0.57, 0.34], [0.19, -0.02, 0.32], [-0.74, -0.39, -1.20], [0.43, 0.44, 0.44], [0.24, -0.03, 0.42]]
}

=====

{
  "formula": "C2H6OS2",
  "method": "the ωB97M-V functional and the def2-TZVPD basis",
  "smiles": "C=CO.SS",
  "homo_lumo_gap_ev": 9.25,
  "symbols": ["S", "S", "H", "H", "C", "C", "O", "H", "H", "H", "H"],
  "positions_angstrom": [[1.959494, 0.355246, -0.884184], [2.819832, 0.192922, 0.997364], [3.090158, 0.029431, -1.523224], [2.345423, 1.351350, 1.474691], [-1.664396, 0.564759, 0.531180], [-1.295418, -0.595632, 0.037908], [-1.630242, -0.934344, -1.258576], [-1.773195, 0.696750, 1.600483], [-1.918913, 1.410602, -0.093397], [-0.912952, -1.425364, 0.621816], [-1.019795, -1.645722, -1.504057]],
  "atomic_forces_ev_per_a": [[-0.04, -0.21, 0.00], [-0.18, -0.11, 0.18], [0.04, 0.19, -0.11], [0.12, 0.09, -0.08], [0.02, 0.74, 0.64], [-1.13, -0.66, -0.55], [1.29, -0.13, 0.20], [0.60, 0.09, -0.02], [-0.39, -0.24, -0.15], [-0.02, 0.07, 0.18], [-0.30, 0.17, -0.28]]
}

=====

{
  "formula": "C2H6OS2",
  "method": "the ωB97M-V functional and the def2-TZVPD basis",
  "smiles": "CC=O.SS",
  "homo_lumo_gap_ev": 9.39,
  "symbols": ["S", "S", "H", "H", "O", "C", "C", "H", "H", "H", "H"],
  "positions_angstrom": [[0.905286, -3.525710, 1.206336], [0.770694, -3.690069, -0.856003], [2.235957, -3.459047, 1.377034], [1.334799, -2.609818, -1.301811], [0.203620, 0.482708, -0.698783], [-0.578397, 1.014063, 0.065647], [-0.851546, 2.542181, -0.068458], [-1.341983, 0.363994, 0.732675], [0.073576, 3.073670, 0.341538], [-1.866971, 2.905387, 0.341260], [-0.885033, 2.902641, -1.139434]],
  "atomic_forces_ev_per_a": [[-0.06, 0.48, -0.17], [-0.40, -1.59, 0.39], [0.01, -0.22, -0.16], [0.41, 1.38, -0.05], [-0.63, 0.29, 1.50], [-1.62, -0.33, -1.51], [-0.10, 0.89, 0.06], [1.79, 1.26, -0.89], [-1.52, -0.47, -0.08], [1.88, -0.68, 0.02], [0.24, -1.02, 0.89]]
}

=====

{
  "formula": "C2H6OS3",
  "method": "the ωB97M-V functional and the def2-TZVPD basis",
  "s2": 2.0139,
  "homo_lumo_gap_ev": [6.15, 6.06],
  "spin_multiplicity": 3,
  "symbols": ["C", "C", "O", "S", "S", "S", "H", "H", "H", "H", "H", "H"],
  "positions_angstrom": [[-2.655914, 0.414373, 0.062143], [-2.620824, -0.477407, -0.977578], [2.972588, -1.460424, 0.513357], [3.204624, 1.228680, -0.578259], [0.319749, -0.091130, 0.498190], [2.273045, -0.192274, 0.645965], [4.366717, 0.713251, -0.504375], [-1.747501, 0.365116, 0.597368], [-3.406841, 1.107343, 0.372398], [-1.771833, -1.227474, -1.185849], [-3.617616, -0.655031, -1.463018], [2.683804, 0.274976, 2.019657]],
  "atomic_forces_ev_per_a": [[1.16, -2.37, -2.35], [-1.67, 0.07, 1.28], [-0.60, -0.18, -0.03], [-0.47, 3.49, -2.49], [-2.76, -0.33, 0.11], [3.97, -1.54, 2.98], [1.81, -1.11, 0.26], [0.20, 0.79, 1.00], [-0.62, 0.00, -0.21], [-1.40, 1.55, 0.47], [1.35, 0.14, -0.22], [-0.98, -0.51, -0.81]]
}

=====

{
  "formula": "C2H6S2",
  "method": "the ωB97M-V functional and the def2-TZVPD basis",
  "smiles": "C=C.SS",
  "homo_lumo_gap_ev": 9.00,
  "symbols": ["S", "S", "H", "H", "C", "C", "H", "H", "H", "H"],
  "positions_angstrom": [[0.242804, -2.096277, -1.664494], [-1.665451, -2.913431, -1.530258], [0.213362, -1.464288, -2.946716], [-1.552686, -2.592573, -0.089710], [1.034437, 1.792232, 0.789201], [-0.070073, 1.181806, 1.368085], [1.018546, 2.151208, -0.355119], [1.907953, 2.085234, 1.389820], [-0.615354, 0.376673, 0.777114], [-0.513538, 1.479416, 2.262076]],
  "atomic_forces_ev_per_a": [[0.62, 0.74, -1.86], [0.43, 0.73, 2.69], [-0.32, -0.80, 1.69], [-0.74, -0.65, -2.50], [-1.71, 0.05, -0.88], [1.69, -0.40, -3.92], [0.57, -2.06, 2.39], [-0.87, 0.92, -0.12], [0.03, 1.88, 0.31], [0.29, -0.40, 2.20]]
}

=====

{
  "formula": "C2H6S2",
  "method": "the ωB97M-V functional and the def2-TZVPD basis",
  "s2": 0.7549,
  "homo_lumo_gap_ev": [10.51, 7.38],
  "spin_multiplicity": 2,
  "total_charge": 1,
  "symbols": ["C", "S", "S", "C", "H", "H", "H", "H", "H", "H"],
  "positions_angstrom": [[0.007374, -1.759768, 1.144438], [-0.459373, -0.901141, -0.397275], [1.107644, 0.337691, -0.703055], [0.048873, 1.887489, -0.996297], [-0.202215, -1.050969, 1.972166], [1.058460, -2.245548, 1.103007], [-0.649851, -2.671234, 1.117377], [-0.800094, 1.656337, -0.247402], [-0.571426, 1.805342, -2.061456], [0.460612, 2.941799, -0.931504]],
  "atomic_forces_ev_per_a": [[0.85, -1.84, -0.59], [0.93, 0.35, 0.31], [-1.20, 1.04, 0.08], [-3.44, -0.71, -1.60], [0.33, -0.73, -0.43], [-1.50, 1.38, 0.17], [0.21, 1.06, 0.38], [1.57, 1.13, -0.98], [2.03, 0.06, 2.48], [0.22, -1.74, 0.18]]
}

=====

{
  "formula": "C2H6S3",
  "method": "the ωB97M-V functional and the def2-TZVPD basis",
  "s2": 2.0088,
  "homo_lumo_gap_ev": [7.37, 5.91],
  "spin_multiplicity": 3,
  "symbols": ["C", "C", "S", "S", "S", "H", "H", "H", "H", "H", "H"],
  "positions_angstrom": [[-0.971854, 1.049928, 0.245528], [-0.987193, -0.480715, 0.014272], [1.868335, -0.474134, -0.635107], [0.346743, -1.487129, 0.762207], [3.329885, 0.682536, -0.068044], [-1.169369, 1.135288, 1.270963], [-0.110874, 1.496529, -0.003925], [-1.854591, 1.505089, -0.357016], [-1.018444, -0.794785, -1.128263], [-1.770048, -0.939249, 0.503754], [2.337415, -1.693355, -0.604372]],
  "atomic_forces_ev_per_a": [[-4.50, -2.48, -1.18], [1.90, 0.04, -3.17], [0.06, 0.72, -1.34], [-1.81, -0.38, 1.22], [1.23, 0.80, 0.12], [-0.23, 0.73, 1.53], [3.19, 1.63, -0.99], [1.51, -0.63, 1.03], [-0.12, 0.84, 2.28], [-2.29, -0.61, 0.71], [1.06, -0.64, -0.22]]
}

=====

{
  "formula": "C2H7AlO5P",
  "method": "the ωB97M-V functional and the def2-TZVPD basis",
  "homo_lumo_gap_ev": 8.12,
  "total_charge": -1,
  "symbols": ["O", "P", "O", "O", "C", "C", "O", "Al", "O", "H", "H", "H", "H", "H", "H", "H"],
  "positions_angstrom": [[-0.564267, -0.409501, -2.653366], [-1.013003, -0.258030, -1.252080], [-2.499361, 0.358222, -1.140757], [-1.241733, -1.644710, -0.477962], [0.049557, 0.742721, -0.183727], [1.515686, 0.155181, -0.195626], [1.976586, 0.001059, 1.104324], [0.663841, 0.124038, 2.309269], [-0.466323, 0.834498, 1.098824], [-2.691537, 0.837698, -1.951904], [-0.682585, -2.324446, -0.864745], [0.058689, 1.734830, -0.669566], [1.536842, -0.806235, -0.738702], [2.168629, 0.826243, -0.770334], [0.256773, -1.339863, 2.871041], [0.932205, 1.168295, 3.515311]],
  "atomic_forces_ev_per_a": [[0.03, 0.03, -0.01], [-0.17, -0.01, 0.11], [0.08, -0.04, 0.08], [-0.08, 0.07, -0.07], [0.02, 0.24, -0.12], [0.07, -0.08, 0.08], [0.03, 0.03, -0.09], [0.02, 0.04, 0.08], [-0.02, -0.23, -0.06], [-0.02, 0.01, -0.08], [0.09, -0.08, 0.02], [0.04, -0.02, 0.02], [-0.04, -0.01, 0.03], [-0.05, 0.04, 0.01], [-0.07, 0.01, 0.00], [0.04, 0.00, 0.00]]
}

=====

no.,F_max (eV Å⁻¹)
1,3.6
2,3.1
3,1.5
4,1.4
5,2.4
6,5.2
7,4.3
8,3.9
9,5.3
10,0.3